# 1
Here is C32H52O4S3Si2V as an isolated structure from the Open Molecules 2025 dataset. Energies are from wB97M-V/def2-TZVPD.

Results
E_tot: -4269.5238 hartree
E_HOMO (alpha / beta): -0.1543 / -0.1543 Ha
Total charge: -1
Spin multiplicity: 3
Kohn-Sham gap (alpha / beta): 6.77 / 6.77 eV
ΔE to the lowest compared entry with this formula, charge and spin: 2.9 kcal/mol
Max |F|: 0.7 eV/A
<S²>: 2.0232

Cartesian coordinates (Å):
V  2.0610  -0.6594  -0.6942
C  6.4962  -1.5613  -1.6359
C  5.1599  -1.3170  -0.9768
S  3.9783  -0.4591  -1.9621
C  4.8851  -1.7345  0.2717
C  5.8627  -2.4909  1.1262
S  3.3078  -1.4601  1.0199
H  6.5563  -1.0348  -2.5878
H  6.6605  -2.6228  -1.8391
H  7.3249  -1.2133  -1.0166
H  6.8738  -2.4425  0.7295
H  5.5895  -3.5473  1.2028
H  5.8828  -2.0956  2.1438
C  2.3386  2.1646  2.9392
C  0.9057  2.0099  3.4311
C  0.4285  3.2839  4.1180
C  0.7974  0.8133  4.3669
O  0.0028  1.7271  2.3553
Si  -0.0399  2.2302  0.7891
S  1.5544  1.5809  -0.3824
O  -0.0103  3.8771  0.8739
C  0.2143  4.9021  -0.0997
C  1.7124  5.1570  -0.2077
C  -0.4945  6.1438  0.4323
C  -0.3714  4.4960  -1.4508
O  -1.5184  1.7288  0.2539
C  -2.8083  1.8808  0.8755
C  -2.9991  0.8183  1.9524
C  -2.9694  3.2657  1.4931
C  -3.8147  1.6821  -0.2441
H  3.0089  2.2655  3.7954
H  2.4461  3.0514  2.3143
H  2.6480  1.2999  2.3535
H  1.1101  3.5558  4.9262
H  -0.5677  3.1397  4.5391
H  0.3847  4.1022  3.4007
H  1.4055  0.9653  5.2606
H  1.1412  -0.0898  3.8633
H  -0.2400  0.6697  4.6699
H  2.1044  5.4717  0.7601
H  1.9139  5.9474  -0.9344
H  2.2371  4.2562  -0.5191
H  -0.0927  6.4174  1.4085
H  -1.5613  5.9535  0.5448
H  -0.3592  6.9849  -0.2492
H  0.1061  3.5896  -1.8232
H  -0.2189  5.2900  -2.1851
H  -1.4409  4.3088  -1.3599
H  -2.1428  0.7917  2.6222
H  -3.1334  -0.1708  1.5135
H  -3.8923  1.0524  2.5344
H  -2.2813  3.4136  2.3235
H  -3.9908  3.3772  1.8618
H  -2.7786  4.0405  0.7558
H  -3.6802  0.7043  -0.7034
H  -3.6773  2.4367  -1.0166
H  -4.8335  1.7533  0.1421
C  -2.4468  -3.1249  0.6779
C  -0.9550  -2.8728  0.4508
C  -0.5632  -1.5992  1.2025
C  -0.1424  -4.0430  1.0129
Si  -0.5020  -2.6114  -1.3666
O  0.9875  -1.9456  -1.4599
C  -1.7251  -1.4673  -2.2278
C  -1.3464  -0.1831  -2.6204
C  -2.2123  0.6467  -3.3202
C  -3.4883  0.2127  -3.6400
C  -3.8955  -1.0562  -3.2500
C  -3.0208  -1.8800  -2.5579
C  -0.4489  -4.2361  -2.3054
C  0.6987  -4.5138  -3.0532
C  0.8058  -5.6778  -3.8030
C  -0.2331  -6.5940  -3.8209
C  -1.3809  -6.3410  -3.0833
C  -1.4819  -5.1769  -2.3362
H  -2.6385  -3.2362  1.7509
H  -2.7982  -4.0395  0.2000
H  -3.0613  -2.2990  0.3207
H  -0.8423  -1.6791  2.2600
H  -1.0318  -0.7025  0.7961
H  0.5220  -1.4369  1.2110
H  -0.3415  -4.1538  2.0846
H  0.9304  -3.8769  0.8919
H  -0.3957  -4.9871  0.5266
H  -0.3568  0.1914  -2.3769
H  -1.8871  1.6405  -3.6013
H  -4.1662  0.8596  -4.1826
H  -4.8922  -1.4061  -3.4917
H  -3.3582  -2.8742  -2.2891
H  1.5182  -3.8070  -3.0374
H  1.7072  -5.8678  -4.3723
H  -0.1509  -7.5014  -4.4058
H  -2.1986  -7.0519  -3.0882
H  -2.3897  -5.0093  -1.7722


# 2
Here is a 8-piece molecular cluster, C32H55F9O21 overall at a distorted geometry from the Open Molecules 2025 dataset. Energies are from wB97M-V/def2-TZVPD.

Results
E_tot: -3731.2590 hartree
E_HOMO: -0.3963 Ha
Spin multiplicity: 1
Kohn-Sham gap: 11.15 eV
ΔE to the lowest compared entry with this formula, charge and spin: 0.0 kcal/mol
Max |F|: 1.8 eV/A
SMILES: CCOC(=O)C(F)(F)F.CCOC(=O)C(F)(F)F.CCOC(=O)C(F)(F)F.CCOC(=O)OC.CCOC(=O)OC.CCOC(=O)OC.CCOC(=O)OC.CCOC(=O)OC

Cartesian coordinates (Å):
C  3.1636  -1.8799  -2.5544
C  4.0828  -3.0794  -2.6400
O  5.4265  -2.6043  -2.6346
C  6.3612  -3.5522  -2.6307
O  6.1881  -4.7301  -2.8036
O  7.5327  -2.9730  -2.4094
C  8.6298  -3.8694  -2.2841
H  3.5619  -1.2087  -1.7918
H  2.1882  -2.2274  -2.2199
H  3.1106  -1.3308  -3.4924
H  3.9245  -3.6419  -3.5609
H  3.8585  -3.7506  -1.8104
H  8.3763  -4.6529  -1.5710
H  9.4826  -3.3043  -1.9175
H  8.9256  -4.3125  -3.2352
C  0.2544  4.0567  -4.6322
C  0.8272  2.8230  -5.2619
O  1.1345  3.0579  -6.6307
C  1.6369  2.0278  -7.2905
O  2.0037  0.9805  -6.8281
O  1.6536  2.3378  -8.5855
C  2.3011  1.4484  -9.4513
H  -0.6276  4.3826  -5.2030
H  0.8430  4.9738  -4.6963
H  -0.1145  3.9157  -3.6182
H  0.0533  2.0510  -5.1834
H  1.6816  2.4033  -4.7331
H  3.3263  1.1968  -9.1600
H  2.3640  1.9121  -10.4316
H  1.7852  0.4887  -9.5344
C  -3.8734  -3.6375  7.7822
C  -4.9862  -3.1426  6.8973
O  -4.7106  -3.2956  5.4882
C  -3.7347  -2.5590  4.9968
O  -3.2042  -1.6350  5.5575
O  -3.4900  -2.9595  3.7491
C  -2.4350  -2.2765  3.0561
H  -4.1492  -3.3870  8.8121
H  -2.9327  -3.1633  7.5140
H  -3.7556  -4.7217  7.8249
H  -5.1630  -2.0755  7.0531
H  -5.9171  -3.6758  7.0674
H  -2.6515  -1.2162  2.9622
H  -2.3328  -2.8307  2.1300
H  -1.4909  -2.3671  3.5994
C  -4.8927  0.3949  3.7136
C  -5.0900  0.8350  5.1452
O  -6.1524  0.0875  5.7493
C  -7.3545  0.6391  5.7518
O  -7.6270  1.7735  5.4721
O  -8.2400  -0.2882  6.1363
C  -9.5868  0.1506  6.1828
H  -4.2273  1.0699  3.1878
H  -5.8631  0.3162  3.2145
H  -4.5250  -0.6315  3.7103
H  -5.2586  1.9010  5.2846
H  -4.2197  0.5586  5.7422
H  -9.7199  0.8540  7.0089
H  -10.2329  -0.7114  6.2999
H  -9.8873  0.6944  5.2855
C  -0.1575  0.3967  5.8768
C  1.2689  0.4756  5.4037
O  1.9265  -0.7111  5.8898
C  3.2123  -0.8196  5.5941
O  3.9032  0.0220  5.0796
O  3.6269  -2.0327  5.9647
C  4.9849  -2.3044  5.7168
H  -0.7350  1.2843  5.6091
H  -0.1405  0.4529  6.9740
H  -0.7316  -0.4981  5.6502
H  1.7665  1.3592  5.7939
H  1.3191  0.4580  4.3141
H  5.3084  -1.9741  4.7275
H  5.1435  -3.3808  5.7412
H  5.6443  -1.8385  6.4504
C  1.9964  1.5702  -2.0950
C  1.3853  2.3782  -0.9783
O  0.3864  1.5607  -0.3336
C  -0.2881  2.0967  0.6595
O  -0.2538  3.2353  1.0156
C  -1.1753  1.0256  1.3338
F  -0.4640  0.4434  2.3191
F  -2.2357  1.6008  1.9039
F  -1.6060  0.0946  0.4881
H  2.6855  0.8193  -1.7188
H  2.5851  2.1907  -2.7730
H  1.2034  1.1426  -2.7114
H  0.9122  3.2944  -1.3289
H  2.1405  2.6112  -0.2246
C  -5.9228  -1.8266  -2.0894
C  -5.1528  -1.3621  -3.2971
O  -3.8320  -0.9516  -2.8557
C  -3.2034  -0.0631  -3.5967
O  -3.6619  0.6456  -4.4384
C  -1.7096  0.0414  -3.2094
F  -1.4727  1.2064  -2.5996
F  -1.3312  -0.9427  -2.3808
F  -0.9367  -0.0327  -4.2895
H  -6.8703  -2.2615  -2.4378
H  -6.2685  -1.0201  -1.4457
H  -5.4066  -2.6151  -1.5480
H  -5.6605  -0.5236  -3.7729
H  -5.0312  -2.1363  -4.0532
C  5.0275  0.7545  -5.1970
C  5.3165  1.8315  -4.1663
O  4.7313  3.0625  -4.6560
C  4.7677  4.0712  -3.8107
O  5.2803  4.0922  -2.7300
C  4.0101  5.3097  -4.3244
F  4.8863  6.2531  -4.7151
F  3.2197  5.0263  -5.3672
F  3.2585  5.8269  -3.3525
H  5.2769  1.1295  -6.1896
H  3.9750  0.4840  -5.1437
H  5.6450  -0.1248  -5.0204
H  6.3877  1.9500  -4.0135
H  4.8352  1.5829  -3.2208


# 3
Here is C32H55FeN4OP2 as an isolated structure at a distorted geometry from the Open Molecules 2025 dataset. Energies are from wB97M-V/def2-TZVPD.

Results
E_tot: -3492.7025 hartree
E_HOMO (alpha / beta): -0.3101 / -0.3610 Ha
Total charge: +1
Spin multiplicity: 5
Kohn-Sham gap (alpha / beta): 6.59 / 5.69 eV
Max |F|: 12.2 eV/A
<S²>: 6.1529

Cartesian coordinates (Å):
C  -1.7888  1.0558  1.7579
C  -0.9348  -1.1902  1.7437
C  -2.6218  0.7538  2.8278
C  -1.9221  -1.5516  2.7155
C  -2.7092  -0.5773  3.2863
H  -3.2267  1.5507  3.2683
H  -1.9667  -2.5986  2.9944
H  -3.3978  -0.8465  4.0969
N  -0.9588  0.1370  1.2851
P  -1.1436  2.2671  -0.6659
P  1.6016  -1.3353  0.6138
C  -1.7996  2.4037  1.0760
H  -2.8092  2.8345  1.0533
H  -1.1542  3.1237  1.6189
C  1.4178  1.0941  -1.5419
O  2.1143  1.5309  -2.3984
C  0.0993  -2.0501  1.3394
H  -0.0102  -3.1447  1.4396
C  2.4842  -2.5453  -0.5984
C  2.4382  -1.4129  2.2878
C  -2.6625  1.6966  -1.6734
C  -0.7312  4.0248  -1.1582
C  2.3808  -2.0188  -2.0331
H  2.8806  -1.0613  -2.1583
H  2.8650  -2.7500  -2.7069
H  1.3419  -1.9132  -2.3717
C  3.9754  -2.6715  -0.2689
H  4.4818  -1.6958  -0.3014
H  4.1632  -3.1473  0.7003
H  4.4454  -3.3092  -1.0339
C  1.8236  -3.9198  -0.5262
H  2.3697  -4.6064  -1.1981
H  1.8597  -4.3669  0.4765
H  0.7752  -3.8675  -0.8665
C  3.8175  -0.7594  2.1737
H  3.8545  -0.0369  1.3495
H  4.0226  -0.2012  3.0976
H  4.6122  -1.4904  2.0387
C  1.5812  -0.6196  3.2867
H  1.3732  0.3966  2.9085
H  0.6349  -1.1090  3.5161
H  2.1458  -0.5206  4.2222
C  2.5075  -2.8831  2.7544
H  1.7084  -3.5329  2.3721
H  3.4700  -3.3526  2.5161
H  2.3985  -2.8973  3.8526
C  -0.4239  4.0442  -2.6679
H  -0.0833  5.0545  -2.9330
H  0.3824  3.3420  -2.9172
H  -1.3018  3.8196  -3.2877
C  0.5400  4.4589  -0.4234
H  0.3777  4.5344  0.6668
H  1.3677  3.7730  -0.6064
H  0.8350  5.4560  -0.7860
C  -1.8332  5.0349  -0.7980
H  -2.2658  4.8491  0.1993
H  -1.3802  6.0413  -0.7701
H  -2.6429  5.0769  -1.5325
C  -3.4239  0.6263  -0.8843
H  -3.9026  1.0269  0.0138
H  -4.2166  0.2145  -1.5297
H  -2.7720  -0.2064  -0.5836
C  -2.1412  1.1031  -2.9878
H  -1.6620  0.1154  -2.8281
H  -2.9969  0.9288  -3.6691
H  -1.4137  1.7351  -3.5043
C  -3.6404  2.8277  -1.9840
H  -3.9909  3.3404  -1.0743
H  -3.2450  3.5604  -2.6927
H  -4.5299  2.3802  -2.4586
Fe  0.3930  0.5256  -0.3005
N  -0.5874  -0.9400  -1.3718
C  -1.0023  -2.1186  -1.0975
C  -1.7849  -3.2727  -1.1929
C  -1.7095  -4.3623  -0.1201
C  -3.2195  -2.7632  -1.1958
C  -1.3309  -3.8134  -2.5563
H  -0.7191  -4.8074  -0.0086
H  -2.0506  -3.9966  0.8576
H  -2.3980  -5.1849  -0.4168
H  -3.3298  -1.9470  -1.9239
H  -3.9220  -3.5691  -1.4605
H  -3.4849  -2.3851  -0.1964
H  -1.2509  -4.9092  -2.5564
H  -2.0512  -3.4779  -3.3202
H  -0.3415  -3.4031  -2.8387
N  3.3000  2.1227  0.3688
C  3.9616  3.0084  1.1405
C  3.1250  3.3049  2.1909
C  1.9542  2.5745  1.9996
N  2.0501  1.8465  0.8432
H  3.6469  1.7112  -0.5020
H  4.9400  3.3395  0.8917
H  3.3064  3.9576  3.0147
H  1.0616  2.5364  2.6217


# 4
Here is C32H55NO7P4TeV as an isolated structure at a distorted geometry from the Open Molecules 2025 dataset. Energies are from wB97M-V/def2-TZVPD.

Results
E_tot: -4411.4592 hartree
E_HOMO (alpha / beta): -0.0096 / -0.0242 Ha
Total charge: -2
Spin multiplicity: 4
Kohn-Sham gap (alpha / beta): 4.44 / 4.84 eV
ΔE to the lowest compared entry with this formula, charge and spin: 7.1 kcal/mol
Max |F|: 1.3 eV/A
<S²>: 3.7841

Cartesian coordinates (Å):
V  0.0879  -1.1258  0.8776
C  3.0052  3.2972  -2.4945
C  3.5678  2.7894  -1.1699
O  5.0094  2.9692  -1.1681
P  3.3343  0.9284  -1.0441
O  4.7628  0.5001  -0.5112
O  3.3544  0.4562  -2.5965
O  2.2153  0.2203  -0.3817
P  2.8057  3.7556  0.2821
O  4.2286  4.4217  0.8507
O  1.9833  4.8450  -0.3016
O  2.3684  2.7984  1.3235
H  3.5176  2.8315  -3.3352
H  3.1190  4.3792  -2.5258
H  1.9362  3.0856  -2.5615
H  5.1776  3.5720  -0.4198
H  5.3356  1.2938  -0.5975
H  2.4977  0.0612  -2.8044
H  4.3157  4.0714  1.7463
N  -6.6240  -4.1677  -0.8988
C  -5.6049  -3.6998  -0.6456
C  -4.3156  -3.1030  -0.3303
C  -4.1207  -2.4057  0.8631
C  -2.8841  -1.8574  1.1593
C  -1.7470  -1.9634  0.3204
C  -2.0199  -2.6708  -0.8734
C  -3.2519  -3.2319  -1.2048
H  -4.9478  -2.2976  1.5554
H  -2.7636  -1.3461  2.1053
H  -1.2305  -2.7925  -1.6022
H  -3.3868  -3.7688  -2.1373
C  -4.3999  3.5515  0.6649
C  -3.9720  2.0908  0.7756
C  -4.1467  1.6614  2.2416
C  -4.8817  1.2087  -0.0893
P  -2.1769  1.6791  0.3587
C  -1.2840  3.0131  1.2751
C  -0.7884  2.6280  2.5223
C  -0.1348  3.5401  3.3462
C  0.0496  4.8453  2.9284
C  -0.4121  5.2386  1.6788
C  -1.0771  4.3288  0.8653
C  -1.9081  1.9957  -1.4779
C  -0.3935  2.1738  -1.6494
C  -2.2998  0.6875  -2.1880
C  -2.6266  3.1513  -2.1798
H  -5.4318  3.6397  1.0312
H  -4.3784  3.9247  -0.3587
H  -3.7723  4.2007  1.2775
H  -5.2017  1.7778  2.5223
H  -3.5432  2.2737  2.9143
H  -3.8637  0.6176  2.3955
H  -5.9055  1.2440  0.3029
H  -4.5560  0.1642  -0.0829
H  -4.9130  1.5508  -1.1260
H  -0.8676  1.5931  2.8430
H  0.2561  3.2008  4.2982
H  0.5854  5.5501  3.5541
H  -0.2346  6.2457  1.3191
H  -1.4025  4.6614  -0.1112
H  0.1835  1.4011  -1.1273
H  -0.0380  3.1355  -1.2782
H  -0.1545  2.1062  -2.7188
H  -1.8784  -0.1866  -1.6889
H  -1.9227  0.7134  -3.2182
H  -3.3808  0.5422  -2.2310
H  -2.4067  4.1238  -1.7421
H  -3.7095  3.0135  -2.1908
H  -2.2902  3.1819  -3.2247
Te  0.0079  -1.4090  3.3789
C  1.0297  -4.8601  2.1258
C  1.3262  -4.5748  0.6479
C  0.1495  -5.0933  -0.1838
P  1.6983  -2.7800  0.3245
C  2.2637  -2.8052  -1.4776
C  1.1899  -2.3475  -2.4714
C  2.9568  -4.0602  -2.0015
C  3.4427  -2.5759  1.0613
C  4.2211  -3.8568  1.3744
C  3.5270  -1.6532  2.2809
H  0.9541  -5.9464  2.2752
H  0.0947  -4.3906  2.4301
H  1.7839  -4.4635  2.8052
H  2.2247  -5.1154  0.3641
H  -0.7833  -4.6536  0.1658
H  0.0742  -6.1798  -0.0662
H  0.2326  -4.8791  -1.2519
H  3.0112  -2.0172  -1.4626
H  0.4817  -3.1450  -2.7025
H  1.6517  -2.0513  -3.4237
H  0.6156  -1.4957  -2.0950
H  2.3064  -4.9365  -1.9907
H  3.8545  -4.3018  -1.4350
H  3.2668  -3.8970  -3.0402
H  3.9682  -2.0542  0.2612
H  3.7846  -4.3963  2.2159
H  5.2378  -3.5717  1.6633
H  4.3067  -4.5511  0.5405
H  3.0723  -2.1029  3.1642
H  3.0148  -0.7057  2.1290
H  4.5862  -1.4440  2.4828